# C4H13N3O7

A 4-piece molecular cluster, C4H13N3O7 overall at a distorted geometry (wB97M-V/def2-TZVPD, OMol25).

The geometry in XYZ format:
```
27
Properties=species:S:1:pos:R:3:forces:R:3
H 3.0820 7.1353 -32.0921 -0.0980 -0.3853 -0.6257
H -1.4486 2.2264 -30.0569 0.9967 0.3667 0.3735
N -2.3064 5.4744 -37.8407 -1.9809 1.8523 -0.8520
C -1.2420 3.1600 -30.5802 -0.7629 0.4220 -0.8778
O 4.9074 5.1136 -32.8691 -0.5461 0.4459 0.0233
N -2.4730 3.9728 -30.3014 -0.7653 0.9179 -0.0611
H 2.1265 5.6630 -31.5289 0.0344 0.5265 -0.0022
O -1.6587 4.2302 -33.7178 0.4809 0.1065 -0.2250
H -2.2964 4.8130 -33.2991 0.0880 0.0730 0.2465
O -2.8114 4.8635 -31.0969 0.3814 -1.3194 1.2433
H 0.2013 4.4818 -32.7774 -0.0244 0.0310 0.2239
H -1.0461 4.0151 -38.8983 -0.7158 0.2234 0.1970
H 3.7586 6.0809 -30.8984 -0.1146 -0.1458 -0.0015
C -1.0393 4.6897 -38.0421 -0.1222 -0.0823 1.0412
N 3.6954 5.1087 -32.7221 1.0963 -0.1025 0.0754
H -0.3228 5.8818 -33.7366 -0.1399 0.0165 -0.0748
O -2.9993 3.7554 -29.2127 0.3027 0.3612 -1.3948
O -2.3507 6.4255 -37.0316 0.8257 -2.1316 -1.4393
C 3.0986 6.0954 -31.7658 0.0773 -0.4483 0.6868
C -0.3438 4.7942 -33.6681 -0.3948 -0.5033 -0.2828
H -1.1083 4.1671 -37.0880 0.8128 -0.5522 -0.1376
H -1.0888 2.9774 -31.6438 -0.6741 0.0944 -0.0827
O -3.2968 5.1135 -38.4936 1.6637 0.2578 0.9638
H -0.4734 3.8968 -30.3467 0.4083 -0.7906 0.8538
H 0.1911 4.3590 -34.5124 0.1067 0.2004 -0.0109
H -0.1277 5.2852 -38.0923 -0.4897 0.4343 0.2955
O 2.9633 4.2762 -33.2075 -0.4462 0.1315 -0.1558
```
Forces are in eV/Å.

The energy relative to the best compared isomer or geometry (same formula, charge and spin) is 0.0 kcal per mole. As for the lowest unoccupied orbital energy: -0.164 eV. The SMILES is C[N+](=O)[O-].C[N+](=O)[O-].C[N+](=O)[O-].CO. The orbital gap is 10.4 eV. The calculation puts the HOMO energy at -10.556 eV.

natural (NBO) population analysis, charges in e, atoms 1 to 8: number 1, H, carries 0.245; number 2, H, carries 0.244; number 3, N, carries 0.514; number 4, C, carries -0.495; number 5, O, carries -0.372; number 6, N, carries 0.527; number 7, H, carries 0.227; number 8, O, carries -0.743